(1)
Molecular formula: C4H9NO2
Method: DFT, ωB97M-V/def2-TZVPD

The calculation puts the HOMO-LUMO gap at 8.51 eV. The calculation puts the energy above the lowest of the compared OMol25 structures with the same formula, charge and spin at 483.7 kJ/mol. For the HOMO energy, the calculation gives -0.3223 Ha.

```
16
C4H9NO2 ωB97M-V/def2-TZVPD
N -1.6576 -0.2758 -1.2583
C -1.8806 -0.0048 0.0547
O -2.9396 -0.1776 0.6170
C -0.6358 0.5575 0.8013
C 0.3490 -0.5491 0.8852
C 1.2148 -0.7052 -0.2870
O 1.1458 0.2917 -1.3144
H -2.4532 -0.5430 -1.8175
H -0.7963 0.0235 -1.7023
H -0.2867 1.4340 0.2362
H -1.0051 0.8468 1.7862
H 2.1453 1.0694 2.2191
H 1.7820 0.4252 2.3280
H 2.2463 -0.8229 0.0774
H 0.9178 -1.6971 -0.6764
H 1.8542 0.1274 -1.9492
```

***

(2)
Molecular formula: H13LiO7
Method: DFT, ωB97M-V/def2-TZVPD

The calculation puts the HOMO-LUMO gap at 9.35 eV. The calculation puts the energy above the lowest of the compared OMol25 structures with the same formula, charge and spin at 195.9 kJ/mol. For the HOMO energy, the calculation gives -0.3819 Ha.

```
21
H13LiO7 ωB97M-V/def2-TZVPD
Li -1.1713 0.8911 -1.3472
O 0.2234 0.0102 -0.2016
H 0.7651 -0.5468 -0.5853
O -0.8180 -2.2432 0.6452
H -0.6673 -1.3756 0.2663
H -0.0187 -2.4842 1.2644
O -0.2936 2.3463 1.5121
H -0.0850 1.4795 1.2422
H 0.3173 2.7092 0.8464
O 2.2895 -0.4569 1.9078
H 1.6081 -0.4191 1.2414
H 3.0750 -0.3836 1.6104
O -2.7121 1.4330 -0.0779
H -3.0158 2.0954 -0.6106
H -1.9944 1.6456 0.6082
O -1.1436 -3.0045 -2.4151
H -1.9739 -3.5962 -2.5009
H -1.1013 -2.7225 -1.4592
O 2.5809 1.3297 -0.9026
H 1.8511 1.0410 -0.4496
H 2.2845 2.2515 -0.5943
```

***

(3)
Molecular formula: C30H40IrNO3P2S
Method: DFT, ωB97M-V/def2-TZVPD

The charge is +2. The calculation puts the HOMO-LUMO gap at 7.84 eV. The calculation puts the energy above the lowest of the compared OMol25 structures with the same formula, charge and spin at 0.0 kJ/mol. For the HOMO energy, the calculation gives -0.5081 Ha.

```
78
C30H40IrNO3P2S ωB97M-V/def2-TZVPD
Ir 0.2667 0.1817 -0.4444
S 1.5767 2.9128 -3.7757
C 2.9760 1.9541 -3.3732
C 4.2542 2.0147 -3.9183
C 5.2128 1.1641 -3.4054
C 4.9113 0.2743 -2.3671
C 3.6424 0.2111 -1.8286
C 2.6661 1.0564 -2.3502
N 1.3411 1.1509 -1.9457
C 0.6787 2.0789 -2.5875
C -0.7023 2.2795 -2.1884
C -1.5626 3.1820 -2.7998
C -2.8797 3.2712 -2.3776
C -3.3206 2.4447 -1.3567
C -2.4575 1.5408 -0.7375
C -1.1395 1.4534 -1.1349
H 4.4904 2.7071 -4.7146
H 6.2147 1.1880 -3.8106
H 5.6885 -0.3702 -1.9804
H 3.4154 -0.4697 -1.0178
H -1.2036 3.8086 -3.6080
H -3.5559 3.9731 -2.8446
H -4.3510 2.4947 -1.0285
H -2.8434 0.9066 0.0426
C 1.0524 -3.2122 2.3058
C 0.5485 -2.8673 0.8983
C 0.0473 -4.1530 0.2349
C 1.7453 -2.2951 0.1133
P -0.7693 -1.5145 0.8536
C -1.6886 -1.8212 -0.6972
C -0.9165 -1.5474 -1.8444
C -1.4962 -1.4360 -3.1031
C -2.8608 -1.6221 -3.2424
C -3.6278 -1.9244 -2.1230
C -3.0557 -2.0081 -0.8595
C -1.8738 -1.5162 2.3614
C -1.0549 -1.0650 3.5820
C -2.4645 -2.9115 2.6022
C -3.0030 -0.4895 2.2063
H 1.8778 -3.9177 2.1947
H 0.2965 -3.7000 2.9158
H 1.4392 -2.3542 2.8495
H 0.8603 -4.8823 0.2363
H -0.2576 -3.9972 -0.7991
H -0.7876 -4.5912 0.7782
H 2.6267 -2.9175 0.2812
H 2.0125 -1.2831 0.4714
H 1.5876 -2.2805 -0.9655
H 0.1837 -1.5529 -1.8140
H -0.8736 -1.2320 -3.9644
H -3.3262 -1.5532 -4.2157
H -4.6903 -2.0970 -2.2336
H -3.6904 -2.2284 -0.0164
H -0.3103 -1.7876 3.8985
H -1.7496 -0.9346 4.4139
H -0.5775 -0.1003 3.4068
H -1.7102 -3.6468 2.8686
H -3.0209 -3.2923 1.7484
H -3.1596 -2.8442 3.4416
H -2.5979 0.5162 2.1163
H -3.5994 -0.5164 3.1198
H -3.6745 -0.6876 1.3756
C -0.9296 3.2519 1.8815
O 0.0498 2.2057 2.1149
P 1.0309 1.6678 1.0103
O 1.5675 2.9013 0.2068
C 2.3096 3.9739 0.8520
O 2.2800 1.1620 1.8261
C 2.2406 0.7055 3.1953
H -0.8681 3.9330 2.7247
H -1.9157 2.8030 1.8349
H -0.7205 3.7745 0.9499
H 2.1811 4.8499 0.2254
H 3.3570 3.6899 0.9049
H 1.9222 4.1677 1.8511
H 3.2366 0.3402 3.4233
H 1.5172 -0.0995 3.2999
H 1.9812 1.5287 3.8557
```

***

(4)
Molecular formula: C12H23F7N3PSSiTeTi
Method: DFT, ωB97M-V/def2-TZVPD

The charge is +3. The calculation puts the HOMO-LUMO gap (spin up / spin down) at 6.91 / 5.22 eV. The calculation puts the energy above the lowest of the compared OMol25 structures with the same formula, charge and spin at 134.2 kJ/mol. As for the spin multiplicity: 2. For the HOMO energy (spin up / spin down), the calculation gives -0.6514 / -0.6506 Ha.

```
50
C12H23F7N3PSSiTeTi ωB97M-V/def2-TZVPD
Ti -0.1950 0.5384 0.0623
C -1.8412 1.3790 3.9288
Si -0.1722 0.8991 3.3061
C 0.7504 2.3626 2.5823
C 0.8343 -0.0557 4.5445
N -0.4444 -0.0959 1.7653
C -1.1987 -1.2952 1.8212
C -1.4250 -2.0853 2.9486
C -2.2003 -3.2325 2.8529
C -2.7614 -3.6245 1.6453
C -2.5479 -2.8688 0.4916
C -1.7804 -1.7615 0.6493
F -1.4888 -0.9089 -0.4746
H -1.7253 2.2021 4.6398
H -2.3235 0.5573 4.4612
H -2.5088 1.7114 3.1348
H 0.7653 3.1576 3.3338
H 0.2561 2.7900 1.7070
H 1.7956 2.1620 2.3306
H 1.5406 0.6129 5.0440
H 1.3897 -0.9028 4.1351
H 0.1799 -0.4411 5.3291
H -0.9869 -1.8072 3.8975
H -2.3693 -3.8319 3.7368
H -3.3677 -4.5176 1.5842
H -2.9640 -3.1492 -0.4672
F 0.8822 -0.6176 -1.4924
P 1.0030 0.6581 -2.6093
F 1.0202 2.1090 -3.1111
F 0.8517 -0.1681 -3.8591
F 2.5162 0.6470 -2.3183
F -0.5683 0.8365 -2.1985
F 1.0165 1.7050 -0.5310
N -3.2112 4.2477 -0.2921
C -2.1199 3.5282 -0.4377
N -1.0697 4.0137 -1.0744
S -2.1644 1.9360 0.2828
H -3.2967 5.1830 -0.6687
H -4.0158 3.8724 0.1892
H -1.0880 4.9339 -1.4949
H -0.2442 3.4625 -1.2348
C 4.0463 0.2180 2.6978
Te 2.9198 -0.6514 1.1242
C 4.5580 -0.4333 -0.2034
H 4.4276 1.1757 2.3463
H 4.8720 -0.4729 2.8732
H 3.4457 0.3244 3.5942
H 5.4400 -0.7697 0.3390
H 4.6535 0.6187 -0.4705
H 4.3938 -1.0430 -1.0874
```